1.
56
Properties=species:S:1:pos:R:3:forces:R:3:mulliken_charge:R:1 method="wB97M-V/def2-TZVPD" largest_force_ev_per_a=1.8 e_homo_ev="-16.8 / -16.9" charge=+2 lumo_energy_ev="-9.89 / -8.95" multiplicity=2 relative_energy_kj_mol=26.10
Mn 0.67870 0.70839 0.20535 0.9 1.3 -1.0 1.007
O 0.95462 3.03890 -2.77468 0.0 0.2 0.1 -0.454
O 4.11209 2.02725 -0.63400 -0.1 0.2 0.1 -0.429
O 0.32116 1.53649 -1.30046 -0.1 -0.2 0.5 -0.213
O 0.47707 2.40133 1.29201 0.0 0.0 0.1 -0.182
O 2.37986 0.92128 0.19408 -0.5 -0.3 0.5 -0.618
O -0.79737 0.17911 1.06073 -0.7 -0.4 0.4 -0.793
N -2.40237 -0.62737 2.38405 -0.1 0.0 0.3 -0.061
N 0.85693 -0.99588 -0.69267 0.1 -0.2 -0.1 0.081
C -2.80682 -2.08601 0.01407 0.0 0.0 0.1 0.182
C 0.80807 2.81846 -1.62267 0.0 -0.5 -0.5 -0.052
C 1.00729 -3.02630 -3.43330 0.0 0.0 0.0 -1.564
C -3.07847 0.52447 0.37593 -0.1 0.0 0.0 -0.480
C -0.04286 4.65693 1.61058 0.0 0.0 0.0 -0.960
C 1.62370 -3.11666 -2.02526 -0.2 0.1 0.0 1.888
C -1.89025 -2.02712 2.44448 -0.1 0.1 -0.1 -0.714
C 1.19342 -1.92371 -1.27558 0.1 -0.2 -0.1 -0.051
C 3.15903 -3.09935 -2.09130 0.0 0.0 0.0 -1.626
C -2.04488 0.09929 1.35201 0.6 0.1 -0.2 -0.050
C 1.08648 3.73716 -0.47080 0.1 0.2 0.2 0.301
C -2.70198 -2.78588 1.39021 0.0 0.0 0.0 -0.680
C 2.36214 3.36004 0.38953 -0.2 0.2 0.0 -0.029
C 1.22374 4.31798 2.43393 0.0 0.0 -0.1 -1.023
C 1.72914 3.06034 1.75174 -0.1 -0.1 0.0 -0.100
C -0.03829 3.57474 0.55112 0.0 -0.1 0.1 -0.179
C 3.07803 2.13186 -0.08153 0.3 -0.4 -0.3 -0.066
C 1.10732 -4.35589 -1.27628 0.0 0.0 0.0 -1.525
C -3.72168 -0.83250 -0.07290 0.1 0.0 0.0 -0.908
H 3.09009 4.16694 0.41826 0.0 0.0 0.0 0.671
H -0.93923 4.58105 2.22157 0.0 0.0 0.0 0.352
H 3.47141 -3.97228 -2.66348 0.0 0.0 0.0 0.425
H 1.98141 5.09845 2.39185 0.0 0.0 0.0 0.388
H -0.08162 -3.00226 -3.39354 0.0 0.0 0.0 0.381
H 3.60459 -3.16054 -1.09888 0.0 0.0 0.0 0.391
H 0.01964 -4.35335 -1.20073 0.0 0.0 0.0 0.354
H -0.02053 5.64856 1.16244 0.0 0.0 0.0 0.432
H -4.62213 -1.01043 0.51765 0.0 0.0 0.0 0.326
H 1.36520 -2.14773 -3.96883 0.0 0.0 0.0 0.406
H -0.82686 -2.00497 2.22216 0.0 0.0 0.0 0.267
H -1.80582 -1.84958 -0.36603 0.0 0.0 0.0 -0.343
H -3.21637 -2.81701 -0.68182 0.0 0.0 0.0 0.448
H 0.98703 4.13250 3.47793 0.0 0.0 0.0 0.382
H -2.60663 1.04528 -0.45512 0.0 0.0 0.0 0.277
H -4.04891 -0.70434 -1.10307 0.0 0.0 0.0 0.441
H 1.15812 4.74448 -0.87384 0.1 0.0 0.0 0.681
H -2.25454 -3.77364 1.26531 0.0 0.0 0.0 0.428
H -3.81739 1.18746 0.82869 0.0 0.0 0.0 0.467
H -3.39669 -0.57646 2.57689 0.0 -0.1 0.0 0.404
H -3.71221 -2.95627 1.77327 0.0 0.0 0.0 0.310
H 2.28401 2.37314 2.38295 0.0 -0.1 0.0 0.691
H 3.52886 -2.20728 -2.59542 0.0 0.0 0.0 0.403
H 1.40625 -5.23585 -1.84456 0.0 0.0 0.0 0.428
H 1.54081 -4.43020 -0.27908 0.0 0.0 0.0 0.400
H -2.02607 -2.41507 3.44951 0.0 0.0 0.0 0.408
H -1.00787 3.33627 0.12361 0.0 -0.1 0.0 0.644
H 1.31163 -3.91419 -3.98606 0.0 0.0 0.0 0.435

2.
52
Properties=species:S:1:pos:R:3:forces:R:3:mulliken_charge:R:1 method="wB97M-V/def2-TZVPD" largest_force_ev_per_a=0.6 e_homo_ev=-8.3 lumo_energy_ev=0.65 smiles="CCOC(=O)C1CCN(CCC(=O)Nc2cc(C)ccc2C)CC1" relative_energy_kj_mol=70.89
O -3.90118 -0.88484 1.20809 0.0 -0.1 0.1 -0.583
O -4.54601 -0.91640 -0.93875 0.0 0.2 -0.3 -0.264
O 3.43753 2.52283 0.52048 0.2 0.1 0.1 -0.651
N -0.67446 1.21230 0.17638 0.0 0.0 0.0 0.024
N 2.04675 0.73956 0.22978 -0.1 -0.4 -0.2 0.236
C 1.07498 2.86767 0.76348 0.0 0.0 -0.2 -0.902
C 2.77936 -1.47638 0.74396 0.1 0.0 -0.1 -0.555
C 2.95936 -0.30956 0.00604 0.4 -0.2 0.0 0.302
C -2.95914 1.75628 1.05803 0.1 -0.2 0.0 -0.992
C 3.43573 -3.80791 1.41108 0.1 0.0 0.0 -1.504
C 4.14174 0.96550 -1.82875 0.1 0.1 0.1 -1.534
C -6.43033 -2.29441 -0.23654 0.4 0.2 -0.1 -1.110
C -4.01506 -0.33763 0.14261 0.0 0.3 0.0 0.230
C -3.60318 1.09459 -0.16232 0.0 0.1 0.0 0.170
C -1.56444 1.17578 1.32626 -0.2 0.1 0.2 -1.108
C 2.32595 2.03812 0.48006 -0.3 0.3 0.2 0.573
C -5.01657 -2.25848 -0.79773 -0.2 -0.5 0.2 -0.294
C 4.65971 -2.46898 -0.32471 0.0 0.0 0.0 -0.773
C -0.12957 2.53329 -0.12278 0.1 0.1 0.2 -0.716
C -1.28989 0.54247 -0.95568 -0.2 0.1 -0.3 -1.136
C 3.62049 -2.56485 0.59370 0.0 0.0 -0.1 0.785
C -2.64128 1.14278 -1.35624 0.1 -0.2 0.0 -1.041
C 4.82277 -1.32532 -1.08052 0.0 0.0 0.1 -0.847
C 3.97674 -0.23038 -0.94738 -0.1 0.1 0.0 0.931
H -3.58076 1.59139 1.93830 0.0 0.1 0.0 0.450
H -6.44080 -1.88252 0.76962 0.0 0.0 0.1 0.308
H 5.33522 -3.30201 -0.45552 0.1 -0.1 0.0 0.405
H 1.96564 -1.51853 1.45542 -0.1 0.0 0.1 0.405
H 4.84274 0.75593 -2.63283 0.0 0.0 -0.1 0.421
H 3.51852 -4.69472 0.78530 0.0 -0.1 0.0 0.373
H -4.52731 1.62199 -0.42790 0.1 -0.1 0.0 0.474
H 2.46533 -3.81218 1.90112 -0.1 -0.1 0.1 0.343
H 3.18319 1.25621 -2.25879 -0.1 0.1 -0.1 0.263
H -0.87950 3.32816 -0.00364 0.0 0.0 -0.1 0.352
H -1.43328 -0.50645 -0.67385 0.0 0.0 -0.1 0.519
H 1.34429 3.91653 0.63169 0.1 -0.1 0.1 0.377
H -1.67362 0.12984 1.62436 0.0 0.1 0.1 0.480
H -4.98078 -2.67881 -1.80491 0.0 0.1 0.1 0.337
H 5.62182 -1.27951 -1.80684 0.1 0.0 -0.1 0.354
H 1.06965 0.47941 0.36733 0.0 0.1 -0.1 0.233
H -3.06028 0.58977 -2.19670 0.0 0.1 0.0 0.571
H -2.89191 2.83207 0.88396 -0.1 0.0 0.0 0.384
H -7.09980 -1.71191 -0.86496 -0.1 0.0 -0.1 0.300
H -6.78125 -3.32158 -0.19969 -0.1 -0.1 0.0 0.372
H -2.50332 2.18174 -1.66320 0.0 0.0 0.0 0.411
H 0.81953 2.72383 1.81591 0.0 0.1 0.0 0.219
H -4.33400 -2.80570 -0.13931 -0.1 0.1 -0.2 0.324
H 4.50730 1.81204 -1.24819 0.0 0.0 -0.1 0.305
H 0.19488 2.53957 -1.16645 -0.1 0.0 0.0 0.574
H -0.59693 0.57261 -1.80047 0.0 -0.1 0.0 0.467
H -1.09642 1.71540 2.15153 0.0 -0.1 0.0 0.444
H 4.20727 -3.86887 2.17877 0.0 -0.1 0.1 0.293

3.
54
Properties=species:S:1:pos:R:3:forces:R:3:mulliken_charge:R:1 method="wB97M-V/def2-TZVPD" largest_force_ev_per_a=0.1 e_homo_ev=-8.7 lumo_energy_ev=0.46 smiles="CSC1(C(=O)N2C[C@H]3CSC[C@@]3(C)C2)CN(C(=O)[C@@H]2CC3(CC3)CO2)C1" relative_energy_kj_mol=108.33
S 2.84283 1.09190 -0.48772 0.0 0.0 0.0 -0.112
S 1.94198 1.11765 -5.48557 0.0 0.0 0.0 -0.211
O 0.72114 -2.03783 3.39752 0.0 0.0 0.0 -0.684
O 1.77708 -2.02590 -1.71032 0.0 0.0 0.0 -0.684
O -2.02562 -1.08907 3.28333 0.0 0.0 0.0 -0.510
N 1.00232 -0.45979 1.81354 -0.1 -0.1 -0.1 0.243
N 0.46832 -0.31806 -2.35858 0.0 0.0 0.0 0.449
C 4.08233 0.16042 -1.41032 0.0 0.0 0.0 -0.817
C 0.33591 0.37558 -5.86377 0.0 0.0 0.0 -1.319
C -0.15013 0.99683 -2.25945 0.0 0.0 0.0 -1.156
C -2.39437 -1.48794 4.60365 0.0 0.0 0.0 -0.710
C -3.03701 0.66482 5.93517 0.0 0.0 0.0 -0.917
C -2.30973 -0.22716 6.91396 0.0 0.0 0.0 -0.722
C 1.98480 -1.16469 0.98324 0.0 0.0 0.0 -1.009
C 1.26890 2.06933 -4.08381 0.0 0.0 0.0 -0.784
C 1.62225 -0.21275 -0.18162 0.0 0.0 0.0 1.810
C -1.87303 -0.03384 -4.71940 0.0 0.0 0.0 -1.859
C -0.70005 0.14975 4.84435 0.0 0.0 0.0 -1.310
C 0.33852 -1.01778 2.85898 0.1 0.0 0.1 -0.124
C -0.87851 -0.24767 3.36517 0.0 0.0 0.0 0.880
C 0.25827 -0.91283 -3.67742 0.0 0.0 0.0 -1.328
C 0.46972 0.33336 0.70189 0.0 0.0 0.0 -1.249
C -0.37852 0.20713 -4.52631 0.0 0.0 0.0 1.759
C 1.28154 -0.93501 -1.47478 0.0 0.0 0.0 -0.719
C -0.10793 1.48736 -3.70243 0.0 0.0 0.0 -0.328
C -2.00487 -0.31148 5.45806 0.0 0.0 0.0 1.076
H -1.07261 0.62588 2.73849 0.0 0.0 0.0 0.417
H 0.13692 -0.40074 5.27592 0.0 0.0 0.0 0.340
H 4.93346 0.82713 -1.53625 0.0 0.0 0.0 0.452
H -2.78179 1.71653 5.92860 0.0 0.0 0.0 0.263
H 1.97459 1.99620 -3.25626 0.0 0.0 0.0 0.162
H -2.33303 0.78632 -5.27378 0.0 0.0 0.0 0.474
H -0.88495 2.23106 -3.88595 0.0 0.0 0.0 0.661
H 3.70917 -0.13813 -2.38870 0.0 0.0 0.0 0.166
H 3.00833 -1.10004 1.34787 0.0 0.0 0.0 0.306
H 0.40148 1.64752 -1.58441 0.0 0.0 0.0 0.539
H -0.52257 0.01565 0.37207 0.0 0.0 0.0 0.459
H -0.24097 1.02214 -6.52751 0.0 0.0 0.0 0.472
H 1.21891 -1.23892 -4.07629 0.0 0.0 0.0 0.433
H -0.39258 -1.78785 -3.61000 0.0 0.0 0.0 0.304
H -4.07696 0.44814 5.72911 0.0 0.0 0.0 0.267
H -1.57110 0.22535 7.56203 0.0 0.0 0.0 0.266
H 1.17843 3.11826 -4.36087 0.0 0.0 0.0 0.486
H -2.38344 -0.12372 -3.75804 0.0 0.0 0.0 0.374
H 0.49678 -0.57830 -6.36755 0.0 0.0 0.0 0.484
H 4.39569 -0.72110 -0.85412 0.0 0.0 0.0 0.310
H -2.04752 -0.95919 -5.27122 0.0 0.0 0.0 0.428
H -2.86421 -1.04044 7.36388 0.0 0.0 0.0 0.264
H -3.46351 -1.69993 4.60563 0.0 0.0 0.0 0.372
H -0.52420 1.21783 4.96578 0.0 0.0 0.0 0.416
H 0.47585 1.41315 0.86459 0.0 0.0 0.0 0.304
H -1.18432 0.91702 -1.90654 0.0 0.0 0.0 0.282
H -1.83990 -2.38784 4.89007 0.0 0.0 0.0 0.276
H 1.71792 -2.20428 0.79608 0.0 0.0 0.0 0.358

4.
54
Properties=species:S:1:pos:R:3:forces:R:3:mulliken_charge:R:1 method="wB97M-V/def2-TZVPD" largest_force_ev_per_a=19.0 e_homo_ev=-8.7 lumo_energy_ev=0.33 relative_energy_kj_mol=2185.94
S 3.00183 1.06869 -0.97635 -0.5 -6.6 -4.5 1.339
O 3.37074 1.09049 -2.37482 0.8 1.3 0.6 -0.746
O 6.53342 0.18132 1.80232 -2.6 1.3 0.5 -0.278
O 2.34491 2.07662 -0.30391 -1.8 3.3 1.8 -0.657
O -1.74687 -2.03407 1.54044 -1.0 -1.2 0.8 -0.726
N 4.33388 0.62286 -0.10770 -9.6 -4.4 -5.6 0.395
N -2.05008 -0.16564 0.53887 -4.3 11.3 -4.0 -0.183
C 5.49126 0.96106 -0.40911 8.5 7.9 -3.1 -0.206
C 2.23225 -1.55829 -1.60987 0.1 -0.4 0.5 -0.805
C -0.24238 -1.48723 0.10408 11.5 2.7 -7.6 0.605
C 1.48120 -2.51916 -1.51911 -9.3 -11.9 1.3 -0.838
C -4.99047 1.18757 -1.32833 9.2 -2.8 -6.8 -1.008
C -4.54586 -0.20123 -1.12679 -1.2 -2.1 4.6 -0.735
C -4.01109 2.17292 -0.83201 -7.3 6.0 0.7 -1.002
C -3.41016 1.75913 1.65046 0.9 -2.3 -11.9 -1.153
C 0.30943 -2.55918 -0.73704 -3.0 -0.7 2.8 0.963
C -1.40478 -1.21942 0.67011 -3.2 -4.5 5.5 0.361
C -4.30257 2.50040 0.69440 10.2 5.6 -2.6 -1.012
C -0.71234 -3.72605 -0.57944 4.4 -0.6 -8.6 -1.720
C 6.53213 0.41034 0.49099 7.0 -4.9 -6.7 -0.928
C -3.42227 0.29839 1.14903 3.9 -5.1 3.6 -0.422
C 0.65483 -0.36059 -0.09867 2.1 -2.9 -2.9 -1.031
C -4.50991 -0.57375 0.40321 -1.5 9.2 1.6 -0.960
C 1.88606 -0.54315 -1.05719 -5.5 14.4 11.2 -0.368
C 5.21455 -0.33440 1.94742 0.2 -3.5 2.2 -0.656
C 4.08018 0.35683 1.10968 -2.2 0.5 13.3 -0.440
H -3.78388 1.85403 2.46371 -4.4 0.5 10.4 0.563
H 6.81927 -0.78341 -0.13153 -1.1 2.2 1.7 0.196
H 7.52478 0.81198 0.15122 -1.0 0.3 0.7 0.399
H -5.21180 2.47790 0.78012 -9.9 -0.9 1.7 0.909
H 5.67065 2.07171 -0.07461 -0.5 -0.3 -0.3 0.274
H -4.85521 1.06625 -2.54727 -0.7 1.4 2.4 0.237
H -4.07219 3.71541 0.91021 -0.6 -2.9 -0.8 0.255
H 0.48239 0.62560 0.24679 -0.1 0.7 0.6 0.813
H -1.85491 0.69936 -0.17165 0.5 -3.6 1.9 0.216
H -3.22427 -0.21388 2.15932 -1.0 0.1 -1.2 0.387
H 5.55836 1.17433 -1.59034 0.9 -1.5 2.5 0.345
H -4.30626 3.42861 -1.65188 0.8 -3.4 2.5 0.255
H 5.01978 -0.24789 3.11267 -0.2 -0.4 -2.6 0.293
H -1.03309 -3.86616 0.31483 -2.1 -0.5 5.6 0.476
H 1.58597 -3.47446 -2.06556 0.4 0.6 0.2 0.291
H -2.47785 2.19513 1.65143 2.3 0.6 -0.2 0.424
H -5.33318 -0.92163 -1.32167 0.4 -0.3 -1.9 0.414
H -0.22232 -4.69801 -0.97351 -0.9 1.3 0.6 0.354
H -5.87484 1.43685 -1.18463 -8.1 1.9 1.7 0.687
H 3.12467 -0.18132 1.71252 1.9 1.0 -3.1 0.125
H -1.48389 -3.46326 -1.33114 -0.1 -0.4 0.7 0.306
H -4.48494 -1.50659 0.77621 0.2 -3.3 0.8 0.642
H -3.05635 2.18528 -0.91576 6.3 -0.9 -1.4 0.732
H 3.97862 1.45119 1.60266 0.2 -1.8 0.2 0.315
H 5.38724 -1.56277 1.60253 -1.0 3.2 0.9 0.297
H -3.51712 -0.28445 -1.43305 0.0 -0.9 -1.0 0.462
H 2.94784 -1.49148 -2.12290 10.6 0.2 -7.5 1.295
H -5.42534 0.09718 0.99058 1.4 -2.5 -1.8 0.250